ORCA calculation (the ωB97M-V functional and the def2-TZVPD basis) on a structure of composition C67H84AsBrF3N10O5S.

Last column: Löwdin charge in e.
Positions of all 172 atoms, in Å:
C  0.3943  -3.3258  7.1707  -0.086
C  -0.8998  -3.9236  6.5093  -0.272
O  -2.1197  -3.4403  7.0528  -0.163
C  -2.1647  -2.0114  7.1215  -0.189
C  -3.6209  -1.5369  6.8376  -0.175
O  -4.0651  -0.4648  7.6659  -0.156
C  -3.5339  0.7867  7.2486  -0.186
C  -4.4028  1.4938  6.1500  -0.182
O  -3.8572  1.0909  4.8971  -0.361
C  -3.9468  2.1172  3.8881  -0.361
As  -2.5418  1.7658  2.4495  0.623
S  -4.2861  1.3294  0.9325  0.303
Br  -2.6868  -0.6830  3.0230  0.206
C  -1.3173  1.1929  0.9471  -0.411
C  -0.2028  2.1562  0.4926  -0.261
C  0.8503  1.3595  -0.3973  -0.202
C  0.2802  0.8482  -1.7695  -0.146
C  1.4063  1.0298  -2.8726  -0.203
O  1.8179  -0.2043  -3.4807  -0.257
C  3.0690  -0.6612  -2.9948  -0.117
C  -1.0110  1.8568  3.7853  -0.292
C  -1.2141  2.8327  4.9644  -0.238
O  0.1109  3.3396  5.3243  -0.163
C  0.1108  3.9077  6.6195  -0.086
C  1.1353  5.0985  6.5891  -0.515
F  2.2446  4.7614  7.3446  0.057
F  1.6169  5.3318  5.3457  0.110
F  0.6259  6.2490  7.0901  0.123
C  -2.4656  3.7462  2.0260  -0.270
C  -3.6044  4.4571  1.5234  -0.105
C  -3.5469  5.8679  1.2452  -0.069
C  -2.3118  6.5038  1.5032  -0.193
N  -1.2194  5.9144  2.0009  0.046
C  -1.3266  4.6012  2.2416  -0.178
H  0.2543  -3.1516  8.2528  0.076
H  0.6515  -2.3927  6.6352  0.069
H  1.2126  -4.0552  6.9944  0.057
H  -0.8797  -5.0138  6.7371  0.113
H  -0.8183  -3.8178  5.4053  0.113
H  -1.4996  -1.5679  6.3496  0.115
H  -1.8855  -1.6830  8.1459  0.132
H  -3.6752  -1.2365  5.7693  0.077
H  -4.3255  -2.3880  6.9570  0.133
H  -2.5329  0.6153  6.7927  0.111
H  -3.3606  1.4508  8.1263  0.125
H  -5.4580  1.1373  6.2023  0.136
H  -4.3370  2.5853  6.3523  0.116
H  -4.9956  2.0295  3.5129  0.069
H  -3.8864  3.1333  4.3453  0.078
H  -5.4256  1.9837  1.2732  -0.231
H  -1.8982  0.8926  0.0461  0.028
H  -0.8381  0.2468  1.2866  0.030
H  -0.5718  2.9741  -0.1704  0.113
H  0.4011  2.6392  1.2824  0.081
H  1.1165  0.4698  0.2135  0.109
H  1.7053  2.0597  -0.5128  0.102
H  -0.6642  1.3391  -2.0655  0.109
H  0.1648  -0.2540  -1.6776  0.114
H  2.3062  1.5238  -2.4571  0.099
H  1.0116  1.7209  -3.6542  0.120
H  3.4594  -1.3768  -3.7548  0.089
H  3.8379  0.1342  -2.8998  0.089
H  2.9973  -1.2177  -2.0343  0.097
H  -0.0367  2.1157  3.3224  0.068
H  -0.8632  0.8522  4.2321  0.032
H  -1.8266  3.7303  4.7234  0.110
H  -1.6362  2.3748  5.8812  0.100
H  0.5144  3.1396  7.3167  0.144
H  -0.8942  4.2541  6.9358  0.142
H  -4.5806  3.9940  1.3395  0.050
H  -4.4414  6.3741  0.8610  0.090
H  -2.2577  7.5925  1.3012  0.094
H  -0.4122  4.1186  2.6340  0.088
N  0.4482  -3.5515  -4.9421  0.066
C  -0.3398  -4.3513  -5.6705  -0.148
C  -1.0881  -3.9168  -6.7545  -0.089
C  -1.0181  -2.5769  -7.1020  -0.136
C  -0.2101  -1.7266  -6.3624  -0.072
C  0.5009  -2.2601  -5.2968  -0.143
H  -0.3634  -5.3900  -5.3583  0.103
H  -1.7080  -4.6084  -7.3121  0.092
H  -1.5882  -2.1976  -7.9431  0.104
H  -0.1329  -0.6749  -6.6056  0.109
H  1.1478  -1.6347  -4.6842  0.079
N  -3.3952  -4.5238  -9.5643  0.060
C  -3.9423  -4.8612  -10.7346  -0.152
C  -5.1419  -4.3455  -11.1996  -0.075
C  -5.8153  -3.4303  -10.4052  -0.081
C  -5.2664  -3.0669  -9.1862  -0.058
C  -4.0601  -3.6394  -8.8166  -0.151
H  -3.3810  -5.5820  -11.3197  0.104
H  -5.5379  -4.6530  -12.1583  0.099
H  -6.7564  -3.0051  -10.7327  0.104
H  -5.7604  -2.3564  -8.5365  0.106
H  -3.5882  -3.3858  -7.8751  0.060
N  0.9175  -3.9629  -11.7010  0.053
C  0.5058  -3.5301  -10.5060  -0.137
C  1.3483  -3.3318  -9.4229  -0.054
C  2.6967  -3.6008  -9.5836  -0.070
C  3.1487  -4.0531  -10.8131  -0.076
C  2.2247  -4.2151  -11.8329  -0.161
H  -0.5589  -3.3358  -10.4248  0.096
H  0.9580  -2.9773  -8.4815  0.073
H  3.3873  -3.4601  -8.7608  0.108
H  4.1949  -4.2754  -10.9778  0.099
H  2.5335  -4.5648  -12.8130  0.085
N  0.8361  4.5623  11.0907  0.059
C  1.8461  4.5733  10.2140  -0.138
C  3.1824  4.5109  10.5787  -0.062
C  3.4917  4.4367  11.9267  -0.086
C  2.4607  4.4258  12.8527  -0.083
C  1.1576  4.4886  12.3840  -0.162
H  1.5579  4.6346  9.1831  0.068
H  3.9588  4.5205  9.8250  0.104
H  4.5240  4.3875  12.2524  0.103
H  2.6621  4.3690  13.9144  0.097
H  0.3180  4.4792  13.0713  0.100
N  2.6000  -5.5864  4.8401  0.057
C  1.6025  -5.7815  3.9768  -0.150
C  1.2428  -7.0256  3.4812  -0.070
C  1.9631  -8.1311  3.9017  -0.088
C  3.0054  -7.9519  4.7975  -0.083
C  3.2793  -6.6656  5.2351  -0.159
H  1.0713  -4.8850  3.6748  0.105
H  0.4211  -7.1238  2.7845  0.103
H  1.7150  -9.1207  3.5370  0.102
H  3.5915  -8.7904  5.1500  0.097
H  4.0821  -6.4764  5.9401  0.100
N  4.7579  7.4984  4.3959  0.043
C  3.7953  7.4233  5.3201  -0.121
C  3.4335  8.4791  6.1425  -0.053
C  4.1090  9.6799  6.0032  -0.080
C  5.1127  9.7799  5.0522  -0.078
C  5.3950  8.6663  4.2779  -0.144
H  3.3013  6.4685  5.3940  0.081
H  2.6435  8.3615  6.8725  0.101
H  3.8569  10.5286  6.6278  0.104
H  5.6634  10.7010  4.9138  0.098
H  6.1694  8.6982  3.5183  0.104
N  -5.2022  -1.9412  -4.8554  0.044
C  -5.6239  -1.5063  -3.6612  -0.157
C  -4.7824  -1.3067  -2.5780  -0.063
C  -3.4370  -1.5766  -2.7309  -0.064
C  -2.9772  -2.0266  -3.9516  -0.058
C  -3.8932  -2.1890  -4.9778  -0.152
H  -6.6879  -1.3094  -3.5859  0.098
H  -5.1690  -0.9493  -1.6320  0.094
H  -2.7521  -1.4341  -1.9031  0.110
H  -1.9288  -2.2449  -4.1059  0.082
H  -3.5758  -2.5348  -5.9541  0.064
N  6.1795  1.8989  3.1064  0.043
C  5.0077  2.2186  3.6627  -0.156
C  4.6578  3.5071  4.0383  -0.060
C  5.5757  4.5261  3.8296  -0.072
C  6.7985  4.2140  3.2545  -0.079
C  7.0478  2.8941  2.9125  -0.173
H  4.3223  1.3903  3.8094  0.102
H  3.6908  3.7068  4.4825  0.091
H  5.3412  5.5527  4.1105  0.059
H  7.5430  4.9793  3.0746  0.095
H  7.9899  2.6051  2.4569  0.095
N  -0.4476  -7.0899  -14.9767  0.054
C  -0.3841  -7.4960  -16.2469  -0.163
C  0.4412  -6.9211  -17.2006  -0.084
C  1.2455  -5.8599  -16.8172  -0.088
C  1.1951  -5.4200  -15.5048  -0.076
C  0.3373  -6.0666  -14.6271  -0.147
H  -1.0337  -8.3270  -16.5014  0.099
H  0.4527  -7.2943  -18.2162  0.097
H  1.9038  -5.3818  -17.5329  0.102
H  1.8069  -4.5938  -15.1676  0.093
H  0.2669  -5.7586  -13.5889  0.084

Atomic forces in eV per Å
-0.4731 -0.2679 -0.8824
1.0506 -0.8000 0.8122
0.4195 0.4654 -0.4612
-0.6651 0.2761 0.0127
-0.1006 -0.4835 -0.8674
0.3324 0.1043 0.1489
0.1314 0.1662 -0.4781
0.6018 -0.9016 0.7134
0.1407 1.7988 0.4237
-1.4882 -0.7959 0.8207
0.7826 1.2159 0.4473
-1.1752 -0.1360 -1.3195
0.0145 -1.4983 -0.0102
0.7362 -0.4951 -0.5638
0.6300 -0.2586 -1.3020
-1.4087 0.3946 0.8430
1.9806 -0.2455 0.1942
-0.8907 0.4916 0.0625
0.4484 0.9048 0.4955
0.5769 -0.9096 -0.3969
0.3468 0.0477 1.2958
0.4930 0.3786 -0.1143
-0.7071 0.0697 0.5232
0.7427 -0.0938 -0.6474
0.1464 -0.9284 -0.1289
-0.6015 0.6097 -0.7534
-0.7235 0.0426 0.9373
0.4864 -0.5665 -0.2912
-0.5425 2.4386 -0.5907
0.5579 1.0891 0.1224
1.2758 -1.8098 0.8004
-1.2627 0.7360 -0.4205
-0.8638 -0.5300 -0.2170
-0.1811 -1.4156 0.0601
0.0942 -0.0831 -0.5338
0.0561 -0.3140 0.5995
-0.3594 0.5139 0.1959
-0.2860 0.6312 -0.2540
-0.3469 0.2023 0.5023
-0.2106 -0.2142 0.5524
0.0544 -0.0234 -0.5466
-0.0586 -0.1305 0.4975
0.5083 0.5238 0.2530
-0.4944 0.2299 0.1757
-0.4947 -0.5617 -0.3454
0.5265 0.4229 0.2308
-0.1281 -0.3958 -0.4959
0.8475 0.2354 -0.4364
0.4557 -0.5604 -0.2715
0.4531 -0.1461 0.1669
0.0977 0.3194 0.6895
-0.3385 0.6824 0.0939
-0.0573 -0.3936 0.6313
-0.5768 -0.3488 -0.0797
0.3910 0.6045 -0.4128
-0.3062 -0.6961 -0.1316
0.4485 -0.2695 0.1899
-0.4348 0.7192 -0.2015
-0.5029 -0.2241 -0.0392
0.3262 -0.6907 0.1901
-0.2905 0.3683 0.5095
-0.5892 -0.1737 -0.0015
-0.1221 0.4608 -0.3875
-0.6776 0.0000 0.0020
-0.2254 0.5249 -0.5075
0.2326 -0.5334 -0.0212
0.0241 -0.1007 -0.6681
-0.3773 0.6526 -0.0132
0.6041 0.0090 -0.1203
0.6583 -0.1793 0.1117
0.6174 -0.0372 0.1852
0.2324 -0.6749 0.1654
-0.5280 0.5253 -0.1539
-0.2363 0.0482 -0.3983
0.2017 0.1574 0.2438
-0.0395 -0.0152 0.0265
-0.1055 0.1321 0.0151
-0.0974 -0.1597 -0.0636
0.3742 -0.2238 0.2683
-0.0480 -0.0060 -0.0532
0.0462 -0.0078 -0.0279
0.0183 -0.0122 -0.0003
0.0193 -0.0066 0.0510
-0.3053 -0.0878 -0.2527
-0.2033 0.1554 -0.0529
0.2111 -0.0718 0.1100
-0.0210 0.0445 0.0708
-0.0505 0.0182 -0.0418
-0.0582 0.0362 -0.0355
0.1827 -0.1664 -0.0746
-0.0433 0.0200 -0.0477
0.0335 -0.0171 0.0123
0.0209 -0.0087 0.0116
0.0436 -0.0350 0.0421
-0.1318 0.0341 0.0274
0.3360 -0.0116 0.1883
-0.1460 -0.0359 -0.2518
0.1335 -0.0178 -0.0783
0.0763 0.0062 0.0476
-0.0152 0.0021 -0.0092
-0.3113 0.0411 -0.0491
0.0073 -0.0235 0.0841
0.0279 -0.0266 -0.0216
-0.0255 -0.0036 -0.0109
-0.0231 -0.0051 -0.0275
0.0775 -0.0261 0.0396
0.3249 -0.0146 0.1607
-0.3627 -0.0226 0.4406
0.0118 0.0071 0.0475
0.0941 -0.0019 0.0321
0.0278 0.0037 -0.0457
-0.1897 0.0132 -0.1720
0.0139 -0.0116 0.0494
-0.0450 0.0013 -0.0223
-0.0233 -0.0023 -0.0076
-0.0299 -0.0039 -0.0120
0.0520 -0.0026 0.0474
-0.0125 -0.2983 -0.0261
0.0586 0.2472 0.0995
0.0381 -0.0557 0.0129
-0.0275 -0.0853 -0.0315
-0.0374 0.0160 -0.0229
-0.0241 0.2297 0.0179
-0.0521 -0.0573 -0.0457
0.0100 0.0414 0.0142
0.0040 0.0230 0.0071
0.0046 0.0298 0.0116
0.0111 -0.0645 -0.0105
-0.0935 0.7009 0.3151
0.2660 -0.0337 -0.1875
0.0454 0.0761 -0.0098
-0.0269 0.0650 0.0530
-0.0386 -0.0180 0.0215
-0.0261 -0.2181 -0.1071
0.0435 0.0381 0.0433
-0.0005 -0.0429 -0.0334
0.0058 -0.0188 -0.0146
0.0045 -0.0268 -0.0210
0.0075 0.0638 0.0238
0.2060 0.0580 0.2187
0.0987 -0.1017 -0.3392
-0.2725 0.0483 0.1293
0.2208 0.0707 0.2925
0.1067 -0.0805 -0.1996
-0.4182 0.0549 -0.0340
0.0181 0.0118 0.0612
0.0031 0.0279 -0.0222
-0.0445 0.0104 0.0054
-0.0298 -0.0218 -0.0398
0.0777 -0.0040 0.0531
-0.0428 0.2408 0.0716
0.1099 -0.1716 -0.0900
0.1235 -0.0254 -0.0412
-0.0760 0.1761 0.1767
-0.0819 -0.1096 0.0163
-0.0389 -0.1989 -0.0322
-0.0425 0.0500 0.0151
-0.0055 -0.0356 -0.0244
0.0912 -0.3435 -0.1943
0.0016 -0.0208 -0.0082
0.0143 0.0551 0.0079
0.1934 0.1151 -0.2535
-0.0971 -0.0138 0.2312
0.0094 0.0227 0.0153
0.0775 0.0620 -0.0578
-0.0140 -0.0665 -0.0782
-0.1914 -0.1791 0.2129
0.0304 0.0052 -0.0634
-0.0195 -0.0099 0.0219
-0.0163 -0.0118 0.0129
-0.0447 0.0020 0.0196
0.0374 0.1108 -0.0414

Results
M in g/mol: 1353.36
Net charge: -1
E_LUMO in eV: 1.849
HOMO level in Eh: -0.190
Gap between HOMO and LUMO in eV: 7.02